Formula: C11H20NP
Source: the Open Molecules 2025 dataset
Level of theory: wB97M-V/def2-TZVPD

Geometry (Å):
C1 0.262 -3.299 -0.008
C2 -0.439 -4.309 0.823
C3 -0.911 -2.909 0.787
C4 1.908 0.926 0.553
C5 0.846 1.026 -0.543
C6 -0.821 -2.049 2.042
C7 1.943 1.943 1.690
C8 -1.284 -0.200 -1.928
C9 0.156 3.372 -0.876
C10 -1.318 1.371 -1.949
C11 -0.337 1.963 -0.808
N1 0.804 -0.005 0.403
P1 1.387 -2.857 -1.129
H1 -1.145 -5.151 0.439
H2 0.081 -4.451 1.743
H3 -1.771 -2.525 0.046
H4 2.864 0.510 0.244
H5 0.982 0.696 -1.616
H6 -0.590 -1.095 1.725
H7 0.036 -2.216 2.669
H8 -1.602 -2.204 2.635
H9 2.930 2.394 1.685
H10 1.955 1.571 2.706
H11 1.139 2.635 1.642
H12 -0.382 -0.564 -2.503
H13 -2.133 -0.601 -2.289
H14 -1.202 -0.539 -0.896
H15 -0.579 4.124 -0.557
H16 0.439 3.663 -1.874
H17 1.055 3.599 -0.335
H18 -0.995 1.760 -2.835
H19 -2.341 1.640 -1.843
H20 -0.937 1.778 0.157

## Properties
E_tot = -22502.5670 eV
M = 197.26 g mol⁻¹
multiplicity = 3
charge = 0
energy relative to the best compared isomer or geometry (same formula, charge and spin) = 15.2 kcal/mol

***

Formula: C11H20O15Tl
Source: the Open Molecules 2025 dataset
Level of theory: wB97M-V/def2-TZVPD

Geometry (Å):
Tl1 -3.944 3.678 -1.755
O1 -1.756 0.240 1.122
C1 -2.999 0.549 0.762
O2 -3.850 -0.359 0.731
O3 -3.234 1.683 0.297
H1 -1.871 -0.717 1.397
O4 -2.016 -0.715 -3.291
C2 -2.885 0.068 -2.664
O5 -2.867 1.315 -2.822
O6 -3.733 -0.407 -1.884
H2 -1.448 -0.002 -3.668
C3 0.406 2.921 0.407
O7 0.929 2.882 -0.935
C4 0.108 3.053 -1.963
O8 -1.007 3.517 -1.866
O9 0.723 2.698 -3.065
C5 0.052 2.955 -4.291
H3 1.133 3.442 1.017
H4 0.220 1.902 0.742
H5 -0.582 3.378 0.342
H6 0.703 2.656 -5.105
H7 -0.233 3.982 -4.542
H8 -0.931 2.487 -4.171
C6 0.603 -1.721 -0.804
O10 1.683 -0.796 -0.678
C7 2.863 -1.276 -0.373
O11 3.129 -2.434 -0.149
O12 3.744 -0.290 -0.353
C8 5.133 -0.512 -0.227
H9 0.916 -2.639 -1.302
H10 -0.151 -1.255 -1.431
H11 0.240 -2.030 0.175
H12 5.403 -1.488 -0.632
H13 5.377 -0.474 0.835
H14 5.700 0.236 -0.776
C9 0.895 -3.907 2.488
O13 0.370 -3.110 3.536
C10 -0.551 -2.195 3.304
O14 -1.222 -2.153 2.287
O15 -0.707 -1.513 4.410
C11 -1.718 -0.516 4.516
H15 1.458 -4.721 2.937
H16 1.603 -3.364 1.860
H17 0.125 -4.359 1.862
H18 -1.809 0.085 3.612
H19 -1.369 0.211 5.249
H20 -2.635 -0.985 4.860

## Properties
E_tot = -47125.7011 eV
M = 596.65 g mol⁻¹
multiplicity = 1
charge = +1
energy relative to the best compared isomer or geometry (same formula, charge and spin) = 0.0 kcal/mol

***

Formula: C11H20OSi
Source: the Open Molecules 2025 dataset
Level of theory: wB97M-V/def2-TZVPD

Geometry (Å):
C1 -1.026 -0.029 0.484
C2 0.045 0.574 -0.027
C3 -1.123 -1.399 1.090
C4 -2.595 -1.747 0.621
C5 -3.277 -0.458 -0.017
C6 -1.893 1.716 -0.765
C7 -2.316 0.701 0.326
C8 -0.385 1.981 -0.587
C9 1.951 -0.565 -1.943
C10 2.225 -1.264 1.257
C11 3.117 1.402 0.229
O1 -0.007 2.986 0.249
Si1 1.792 0.004 -0.110
H1 -0.323 -2.067 0.818
H2 -1.216 -1.264 2.201
H3 -2.448 -2.504 -0.250
H4 -2.951 -2.250 1.514
H5 -3.294 -0.588 -1.132
H6 -4.230 -0.212 0.342
H7 -1.972 1.322 -1.757
H8 -2.393 2.601 -0.814
H9 -2.592 1.339 1.253
H10 0.087 2.204 -1.661
H11 2.458 -1.613 -2.135
H12 0.937 -0.663 -2.363
H13 2.532 0.218 -2.516
H14 2.267 -0.662 2.142
H15 1.340 -1.942 1.461
H16 3.075 -1.865 1.319
H17 2.755 2.158 0.860
H18 3.993 0.919 0.705
H19 3.439 1.845 -0.686
H20 0.518 2.495 0.991

## Properties
E_tot = -21655.2337 eV
structure (SMILES) = C[Si](C)(C)C1=C2CCC[C@@H]2C[C@H]1O
M = 196.37 g mol⁻¹
multiplicity = 1
charge = 0
energy relative to the best compared isomer or geometry (same formula, charge and spin) = 31.0 kcal/mol

***

Formula: C11H21F9O2P2V
Source: the Open Molecules 2025 dataset
Level of theory: wB97M-V/def2-TZVPD

Geometry (Å):
V1 -0.491 0.469 -0.607
H1 0.801 0.431 0.018
H2 0.686 -0.311 -0.462
P1 -0.314 2.630 0.309
P2 -0.933 -1.233 -2.172
C1 -2.126 -2.550 -1.667
H3 -2.308 -3.274 -2.481
H4 -1.727 -3.076 -0.785
H5 -3.075 -2.069 -1.379
C2 -1.677 -0.607 -3.740
H6 -0.989 0.132 -4.181
H7 -1.863 -1.428 -4.455
H8 -2.623 -0.097 -3.500
C3 0.503 -2.219 -2.792
H9 0.955 -2.764 -1.947
H10 0.197 -2.939 -3.572
H11 1.254 -1.524 -3.202
C4 -1.103 3.932 -0.733
H12 -0.976 4.936 -0.291
H13 -0.646 3.899 -1.735
H14 -2.175 3.699 -0.835
C5 -1.088 2.924 1.961
H15 -0.607 2.266 2.704
H16 -0.990 3.977 2.279
H17 -2.155 2.652 1.902
C6 1.389 3.308 0.548
H18 1.923 3.258 -0.416
H19 1.366 4.352 0.908
H20 1.927 2.680 1.278
C7 -1.444 -0.324 0.860
O1 -2.056 -0.793 1.743
H21 -1.899 1.084 -1.232
F1 0.463 0.095 3.461
C8 0.707 -1.221 3.118
F2 1.570 -1.757 4.059
F3 -0.469 -1.935 3.217
C9 1.324 -1.306 1.684
O2 0.571 -0.569 0.733
C10 2.756 -0.688 1.713
F4 3.605 -1.407 2.537
F5 3.304 -0.670 0.442
F6 2.711 0.612 2.175
C11 1.410 -2.792 1.239
F7 2.083 -3.556 2.177
F8 0.142 -3.319 1.075
F9 2.088 -2.906 0.043

## Properties
E_tot = -84539.7085 eV
M = 469.16 g mol⁻¹
multiplicity = 2
charge = +2
energy relative to the best compared isomer or geometry (same formula, charge and spin) = 178.3 kcal/mol

***

Formula: C11H21N
Source: the Open Molecules 2025 dataset
Level of theory: wB97M-V/def2-TZVPD

Geometry (Å):
C1 -3.314 0.156 0.328
C2 -1.025 0.270 0.210
C3 -0.991 -1.042 0.877
C4 0.506 -1.352 0.476
C5 0.610 -1.691 -1.006
C6 0.124 -0.488 -1.692
C7 0.221 0.467 -0.457
C8 0.476 1.931 -0.956
C9 1.349 -0.031 0.335
C10 2.849 -0.091 -0.097
C11 1.423 0.756 1.521
H1 -3.790 1.357 0.564
H2 -2.488 -0.335 1.606
H3 -4.356 -0.904 -0.119
H4 -2.590 0.869 -1.308
H5 -0.986 0.895 1.014
H6 -1.408 -1.211 2.069
H7 -1.705 -1.702 0.443
H8 0.964 -2.125 1.338
H9 1.695 -2.008 -1.100
H10 0.083 -2.719 -1.306
H11 1.094 -0.024 -2.334
H12 -0.831 -0.542 -2.099
H13 -0.712 2.017 -1.378
H14 0.547 2.615 -0.127
H15 1.161 1.867 -1.776
H16 3.385 0.826 -0.085
H17 3.141 -0.998 0.736
H18 2.722 -0.427 -1.020
H19 0.167 1.763 1.796
H20 2.244 1.615 1.230
H21 1.729 0.156 2.838
N1 -2.292 0.132 -0.517

## Properties
E_tot = -13222.8771 eV
M = 167.30 g mol⁻¹
multiplicity = 1
charge = 0
energy relative to the best compared isomer or geometry (same formula, charge and spin) = 349.2 kcal/mol

***

Formula: C11H21N3O3
Source: the Open Molecules 2025 dataset
Level of theory: wB97M-V/def2-TZVPD

Geometry (Å):
C1 -1.903 -0.176 0.110
C2 -0.950 -0.307 1.338
C3 -2.956 -1.311 0.175
C4 -2.169 -2.408 -0.520
C5 -1.629 -1.612 -1.722
C6 0.531 1.694 0.823
C7 -0.314 2.344 -0.249
C8 1.823 1.146 0.190
C9 1.628 0.133 -1.024
C10 2.916 -0.687 -1.244
C11 3.175 -1.713 -0.170
H1 -1.305 0.477 -1.787
H2 -2.481 0.737 0.208
H3 -3.814 -1.024 -0.453
H4 -3.263 -1.683 1.152
H5 -1.348 -2.718 0.079
H6 -2.731 -3.319 -0.799
H7 -0.708 -2.090 -2.089
H8 -2.349 -1.496 -2.541
H9 0.326 0.562 2.496
H10 0.759 2.496 1.513
H11 2.446 0.730 1.054
H12 2.470 2.000 -0.095
H13 0.714 -0.531 -0.942
H14 1.521 0.790 -1.873
H15 3.649 0.068 -1.249
H16 2.923 -1.218 -2.243
H17 2.596 -2.612 -0.478
H18 4.252 -1.920 -0.254
H19 3.265 -1.970 1.808
H20 1.869 -1.243 1.252
H21 -1.896 3.339 -0.438
N1 -1.231 -0.317 -1.139
N2 -0.211 0.762 1.660
N3 2.879 -1.275 1.171
O1 -0.916 -1.331 2.048
O2 0.048 2.639 -1.368
O3 -1.366 2.920 0.270

## Properties
E_tot = -22359.8864 eV
structure (SMILES) = NCCCC[C@H](NC(=O)[C@@H]1CCCN1)C(=O)O
M = 243.31 g mol⁻¹
multiplicity = 1
charge = 0
energy relative to the best compared isomer or geometry (same formula, charge and spin) = 50.5 kcal/mol

***

Formula: C11H21NO5
Source: the Open Molecules 2025 dataset
Level of theory: wB97M-V/def2-TZVPD

Geometry (Å):
C1 -0.832 -2.699 2.917
C2 -2.073 -2.385 2.055
N1 -1.898 -1.447 0.950
C3 -1.379 -0.162 1.385
C4 -1.236 0.837 0.241
C5 -0.829 2.203 0.752
O1 -1.568 2.903 1.402
O2 0.398 2.647 0.328
C6 1.497 2.059 1.039
O3 2.634 2.165 0.288
C7 2.730 1.213 -0.751
C8 2.163 1.705 -2.082
C9 1.189 0.711 -2.740
O4 3.296 1.947 -2.920
C10 -1.225 -2.023 -0.169
C11 -1.676 -1.584 -1.544
O5 -0.368 -2.900 -0.056
H1 -0.911 -2.243 3.900
H2 0.064 -2.300 2.456
H3 -0.683 -3.763 3.049
H4 -2.843 -1.961 2.694
H5 -2.473 -3.314 1.665
H6 -0.417 -0.250 1.895
H7 -2.082 0.254 2.104
H8 -2.185 0.939 -0.272
H9 -0.474 0.496 -0.457
H10 1.286 1.012 1.268
H11 1.646 2.611 1.962
H12 2.252 0.276 -0.463
H13 3.782 0.997 -0.907
H14 1.651 2.645 -1.894
H15 1.179 -0.249 -2.234
H16 1.463 0.554 -3.777
H17 0.183 1.126 -2.720
H18 2.997 2.425 -3.691
H19 -2.465 -0.845 -1.518
H20 -1.976 -2.458 -2.108
H21 -0.818 -1.144 -2.047

## Properties
E_tot = -23473.9917 eV
structure (SMILES) = CCN(CCC(=O)OCOC[C@H](C)O)C(C)=O
M = 247.29 g mol⁻¹
multiplicity = 1
charge = 0
energy relative to the best compared isomer or geometry (same formula, charge and spin) = 0.0 kcal/mol